No. 1
DFT (ωB97M-V/def2-TZVPD) results for a single C7H12S molecule at a distorted geometry.

* gap between HOMO and LUMO: 9.7 eV
* SMILES string: C[C@@]1(S)[C@@H]2CCC[C@@H]21
* 2S+1: 1
* energy above the lowest of the compared OMol25 structures with the same formula, charge and spin: 28.23 kcal per mole

Geometry (Å):
S1 1.218 1.765 0.043
C1 -0.046 -0.723 -0.605
C2 1.104 0.015 0.015
C3 -1.819 0.840 -0.029
C4 -1.241 0.280 1.306
C5 2.471 -0.691 0.066
C6 -1.280 -0.026 -1.163
C7 -0.042 -0.584 0.875
H1 3.047 -0.365 0.897
H2 -0.889 1.086 1.967
H3 -1.685 1.894 -0.191
H4 2.367 -1.782 0.142
H5 1.463 1.821 -1.267
H6 -1.190 0.558 -2.067
H7 -1.993 -0.326 1.785
H8 -2.876 0.683 0.008
H9 0.139 -1.700 -0.982
H10 0.247 -1.488 1.419
H11 -2.005 -0.808 -1.398
H12 3.008 -0.448 -0.823

No. 2
DFT (ωB97M-V/def2-TZVPD) results for C14H32N6O6PdS as an isolated structure at a distorted geometry.

* gap between HOMO and LUMO (spin up / spin down): 5.5 / 5.9 eV
* 2S+1: 3
* energy above the lowest of the compared OMol25 structures with the same formula, charge and spin: 359.31 kcal per mole

Geometry (Å):
Pd1 1.513 -0.215 -0.578
S1 -0.483 0.034 0.028
O1 -0.449 -0.458 2.039
O2 4.064 1.261 -0.436
O3 6.126 -1.018 -2.554
O4 -1.233 -1.641 -0.518
O5 1.626 -2.440 0.248
O6 2.746 0.736 -2.970
N1 -2.161 1.262 1.644
N2 -3.132 -0.301 0.072
N3 -0.243 -1.056 -1.248
N4 2.952 0.809 0.196
N5 0.729 0.022 1.346
N6 1.840 -0.047 -2.472
C1 2.723 1.236 1.451
C2 -4.278 -0.929 0.715
C3 -1.552 -1.576 -3.286
C4 -5.595 -0.460 0.094
C5 -3.602 1.818 3.547
C6 1.527 0.777 2.120
C7 -0.324 -1.032 -2.662
C8 0.978 -0.350 -4.771
C9 -3.404 1.915 2.034
C10 1.181 1.080 3.512
C11 0.804 -0.498 -3.292
C12 3.675 2.152 2.173
C13 5.185 -1.766 -1.814
C14 -2.114 0.220 0.729
H1 -2.443 -1.042 -2.919
H2 0.727 2.088 3.595
H3 0.945 -2.269 -0.465
H4 4.355 1.579 2.822
H5 -5.618 -0.720 -0.977
H6 4.274 -1.964 -2.376
H7 0.179 -0.791 -5.382
H8 2.097 1.101 4.137
H9 5.618 -2.745 -1.690
H10 1.557 -1.649 0.857
H11 6.985 -1.150 -2.117
H12 -4.541 2.319 3.825
H13 -4.244 -0.748 1.805
H14 5.069 -1.400 -0.795
H15 -6.435 -0.965 0.598
H16 3.128 2.859 2.815
H17 0.505 0.385 4.014
H18 -4.213 -2.023 0.566
H19 4.125 0.688 -1.235
H20 -4.269 1.466 1.529
H21 -3.653 0.759 3.852
H22 1.917 -0.825 -5.087
H23 -2.763 2.307 4.067
H24 -3.371 2.972 1.729
H25 1.043 0.712 -5.045
H26 -0.951 -1.011 1.167
H27 -1.687 -2.641 -3.043
H28 -1.574 -1.496 -4.383
H29 -1.326 1.746 2.041
H30 -5.736 0.630 0.186
H31 4.297 2.768 1.521
H32 -3.094 -0.477 -0.961

No. 3
DFT (ωB97M-V/def2-TZVPD) results for a 12-piece molecular cluster, C24H72O12S12 overall at a distorted geometry.

* gap between HOMO and LUMO: 7.9 eV
* 2S+1: 1
* energy above the lowest of the compared OMol25 structures with the same formula, charge and spin: 340.14 kcal per mole

Geometry (Å):
S1 1.300 1.996 4.848
S2 -3.376 2.918 -2.555
S3 -1.393 -0.246 -5.432
S4 0.728 0.251 0.274
S5 3.026 -3.667 -0.270
S6 2.268 3.975 -3.211
S7 -3.797 -2.402 4.500
S8 0.989 -3.370 -3.814
S9 4.791 2.266 0.812
S10 2.369 -2.204 5.157
S11 -3.806 -4.190 -1.884
S12 -2.425 3.610 3.095
O1 2.583 -3.720 4.896
O2 -5.256 -3.751 -1.946
O3 -2.027 3.448 -2.246
O4 -1.705 3.394 4.428
O5 1.678 -0.806 0.863
O6 3.473 2.771 0.272
O7 2.019 1.120 5.797
O8 -2.889 -2.693 5.683
O9 -1.573 -0.626 -6.849
O10 3.544 3.845 -4.006
O11 3.135 -5.007 -0.980
O12 0.091 -3.805 -2.627
C1 -1.025 3.795 1.867
C2 -0.729 -0.026 1.119
C3 1.612 2.357 -2.790
C4 1.943 -2.134 6.910
C5 4.839 0.575 0.088
C6 -3.713 1.568 -1.400
C7 -3.522 -4.473 -3.635
C8 2.079 -3.956 1.152
C9 1.004 4.548 -4.363
C10 -2.880 -0.435 -4.727
C11 0.013 -3.702 -5.234
C12 -4.404 4.293 -1.847
C13 2.111 -4.766 -4.119
C14 -2.906 -3.107 3.105
C15 -3.292 -0.731 4.092
C16 2.236 2.240 3.445
C17 -2.962 -2.751 -1.327
C18 4.601 -3.518 0.521
C19 0.746 -1.775 4.424
C20 -2.814 5.378 3.019
C21 1.375 3.586 5.506
C22 -1.386 1.525 -5.503
C23 0.148 -0.610 -1.181
C24 6.128 2.945 -0.106
H1 -4.422 4.259 -0.672
H2 2.100 1.523 2.675
H3 5.707 0.283 0.549
H4 0.551 4.010 5.061
H5 1.871 -4.980 1.350
H6 1.332 -1.128 7.145
H7 1.162 -3.399 1.057
H8 2.474 -4.509 -5.167
H9 -0.332 -1.554 -0.744
H10 -2.188 -0.721 4.081
H11 -3.574 0.084 -5.300
H12 5.454 -3.258 -0.030
H13 -2.766 0.040 -3.625
H14 -3.528 -0.449 3.115
H15 -1.868 -2.845 -1.138
H16 4.843 -4.134 1.279
H17 2.987 -4.802 -3.347
H18 0.610 -0.774 4.759
H19 -0.688 0.228 -1.573
H20 -1.903 5.822 3.475
H21 -0.469 0.208 2.131
H22 -0.306 2.830 1.939
H23 2.168 1.719 -2.441
H24 0.988 -0.865 -1.876
H25 -2.653 -4.293 3.149
H26 2.959 -2.240 7.497
H27 0.900 2.572 -2.243
H28 3.216 2.202 3.813
H29 -2.354 1.898 -5.777
H30 -3.632 0.158 4.798
H31 -0.998 -3.083 -5.176
H32 1.032 3.838 -5.125
H33 4.263 -2.643 1.345
H34 0.030 -2.374 4.798
H35 1.974 2.984 2.926
H36 -2.742 5.489 2.003
H37 2.220 4.216 5.523
H38 -3.115 -2.435 -0.328
H39 5.879 3.042 -1.175
H40 -2.641 -4.913 -3.589
H41 -4.635 -4.862 -4.233
H42 -0.330 -4.660 -5.312
H43 -4.757 1.369 -1.344
H44 1.449 1.896 -3.853
H45 -3.343 -1.643 -1.921
H46 -1.334 0.469 0.629
H47 1.266 3.409 6.523
H48 -3.908 5.170 -2.172
H49 4.109 0.020 0.398
H50 -1.116 1.799 -4.471
H51 1.124 5.509 -4.520
H52 -3.940 5.592 3.460
H53 -3.132 0.756 -1.682
H54 0.056 4.494 -3.856
H55 1.748 -5.750 -4.122
H56 -1.519 3.796 0.958
H57 1.275 -2.783 7.093
H58 -0.671 2.090 -6.085
H59 -5.536 4.063 -2.145
H60 1.077 -1.831 3.223
H61 4.982 0.860 -1.064
H62 6.384 4.012 0.072
H63 0.491 -3.622 -6.175
H64 -0.474 4.591 2.357
H65 7.121 2.461 0.025
H66 -1.950 -2.598 2.839
H67 -3.325 -3.554 -3.991
H68 2.642 -3.491 2.107
H69 -3.368 1.869 -0.471
H70 -1.049 -1.166 1.200
H71 -3.256 -1.397 -4.705
H72 -3.570 -2.806 2.273

Number 3 is which compound?
C24H72O12S12

Which formula does entry 2 have?
C14H32N6O6PdS